[1]
{
  "formula": "C6H16N2S",
  "method": "the ωB97M-V functional and the def2-TZVPD basis",
  "e_tot_ev": -20276.2707,
  "homo_energy_ev": -18.869,
  "charge": 2,
  "mol_weight_g_mol": 148.3,
  "gap_ev": 10.37,
  "e_above_lowest_kcal_mol": 1.7,
  "symbols": ["C", "C", "C", "C", "C", "C", "N", "N", "S", "H", "H", "H", "H", "H", "H", "H", "H", "H", "H", "H", "H", "H", "H", "H", "H"],
  "coordinates": [[-0.395, 0.537, -0.163], [-2.743, 0.176, -0.130], [-1.263, -1.727, 0.330], [1.297, -0.638, -1.278], [2.063, 1.472, -0.216], [1.293, -0.321, 1.340], [-1.355, -0.274, 0.027], [1.195, 0.265, -0.089], [-0.483, 2.225, -0.165], [-3.043, 0.932, 0.584], [-3.479, -0.680, -0.032], [-2.796, 0.624, -1.147], [-1.841, -2.133, -0.492], [-1.599, -1.794, 1.489], [-0.265, -2.115, 0.318], [2.431, -0.992, -1.359], [0.681, -1.478, -1.325], [1.266, 0.049, -2.166], [3.190, 1.209, -0.269], [1.708, 2.000, -1.085], [1.927, 2.183, 0.599], [2.343, -0.203, 1.820], [0.574, 0.120, 1.949], [1.142, -1.428, 1.369], [-1.848, 1.989, 0.091]],
  "forces_ev_per_angstrom": [[3.317, 2.772, 1.049], [-1.322, -0.416, -1.283], [-0.576, 0.623, 2.439], [5.896, 1.337, -1.597], [1.337, 0.319, -0.081], [3.581, -2.209, -0.185], [0.549, -1.350, 0.097], [-3.261, -2.427, 1.437], [-3.388, 0.068, -0.028], [0.024, 0.016, 0.538], [1.170, 0.913, -0.164], [-0.378, -0.383, 0.546], [-0.436, -0.933, 0.675], [0.103, -0.395, -3.010], [0.300, -0.011, -0.263], [-2.365, 0.418, 0.429], [-1.158, -0.917, 0.204], [-0.620, -0.800, 0.658], [-2.063, -0.030, -0.091], [0.586, 0.057, -0.751], [0.050, -0.554, 0.361], [-1.688, 0.259, -1.210], [-1.118, 1.088, 0.992], [0.091, 1.020, -0.433], [1.369, 1.535, -0.331]]
}

---

[2]
{
  "formula": "C4H11NO",
  "method": "the ωB97M-V functional and the def2-TZVPD basis",
  "e_tot_ev": -7862.2443,
  "homo_energy_ev": -7.860,
  "mol_weight_g_mol": 89.1,
  "smiles": "C/C=C(/C)N.O",
  "gap_ev": 8.80,
  "e_above_lowest_kcal_mol": 53.3,
  "symbols": ["C", "C", "C", "C", "N", "H", "H", "H", "H", "H", "H", "H", "H", "H", "O", "H", "H"],
  "coordinates": [[1.385, 1.627, -1.707], [0.408, 2.240, -0.735], [-0.361, 1.397, 0.043], [-1.150, 1.819, 1.273], [0.044, -0.034, 0.053], [0.921, 0.830, -2.244], [2.279, 1.193, -1.282], [1.704, 2.482, -2.396], [0.210, 3.378, -0.626], [-1.116, 0.911, 1.984], [-0.815, 2.751, 1.876], [-2.261, 1.907, 1.138], [0.507, -0.552, -0.632], [0.254, -0.210, 1.058], [-0.352, -5.409, 0.813], [-0.724, -6.233, 1.130], [-0.137, -5.453, -0.125]],
  "forces_ev_per_angstrom": [[0.155, 2.733, -0.764], [-2.218, 0.005, 1.575], [3.621, 0.269, -0.717], [-0.910, -0.850, 1.640], [-2.646, 2.469, 3.662], [-0.365, -0.304, -0.810], [0.317, 0.087, 0.594], [-0.254, -1.513, 0.507], [0.529, -2.106, -0.513], [0.129, 1.461, -0.731], [-0.214, -1.569, -1.433], [0.957, 0.105, -0.332], [0.911, -0.128, -1.025], [-0.014, -0.659, -1.654], [0.206, 0.659, 0.181], [0.030, -0.212, -0.440], [-0.233, -0.446, 0.261]]
}

---

[3]
{
  "formula": "C37H61FN5O2SSi4W",
  "method": "the ωB97M-V functional and the def2-TZVPD basis",
  "e_tot_ev": -97793.1621,
  "homo_energy_ev": [-10.075, -10.599],
  "charge": 1,
  "mol_weight_g_mol": 955.2,
  "gap_ev": [7.33, 7.54],
  "spin_multiplicity": 3,
  "symbols": ["W", "C", "O", "Si", "C", "C", "C", "Si", "C", "C", "C", "Si", "C", "C", "C", "H", "H", "H", "H", "H", "H", "H", "H", "H", "H", "H", "H", "H", "H", "H", "H", "H", "H", "H", "H", "H", "H", "H", "H", "H", "H", "H", "C", "Si", "C", "C", "C", "C", "C", "C", "N", "C", "S", "H", "H", "H", "H", "H", "H", "H", "H", "H", "H", "H", "H", "F", "C", "C", "C", "C", "C", "C", "C", "H", "H", "H", "H", "H", "H", "N", "C", "N", "C", "C", "C", "C", "C", "H", "H", "H", "H", "H", "H", "H", "H", "H", "H", "N", "C", "O", "C", "C", "C", "N", "C", "C", "H", "H", "H", "H", "H", "H"],
  "coordinates": [[-0.456, -0.049, -0.362], [-3.614, -0.903, -1.206], [-2.176, -1.204, -1.094], [-1.429, -2.731, -1.600], [-2.184, -2.937, -3.337], [-2.362, -3.999, -0.547], [0.263, -2.217, -1.284], [1.143, -2.347, -2.918], [0.460, -1.149, -4.211], [0.968, -4.058, -3.799], [2.995, -2.089, -2.882], [1.023, -3.315, -0.031], [1.205, -5.053, -0.725], [2.847, -2.886, 0.373], [0.099, -3.517, 1.607], [-3.928, -0.661, -2.221], [-3.851, -0.079, -0.599], [-4.161, -1.750, -0.808], [-3.161, -2.449, -3.368], [-2.364, -3.967, -3.548], [-1.609, -2.538, -4.166], [-3.388, -3.933, -0.837], [-2.309, -3.800, 0.513], [-2.014, -5.020, -0.723], [0.564, -1.574, -5.166], [1.024, -0.202, -4.244], [-0.629, -0.893, -4.159], [-0.036, -4.452, -3.679], [1.690, -4.795, -3.450], [1.077, -3.939, -4.846], [3.276, -1.208, -2.340], [3.358, -1.907, -3.923], [3.461, -2.962, -2.475], [1.964, -5.081, -1.504], [0.254, -5.448, -1.141], [1.497, -5.761, 0.042], [3.526, -3.497, -0.204], [3.082, -2.976, 1.419], [3.076, -1.884, 0.075], [-0.342, -4.520, 1.703], [-0.679, -2.781, 1.816], [0.799, -3.401, 2.427], [-1.376, 4.487, 3.058], [-1.852, 3.099, 4.229], [-0.474, 2.739, 5.418], [-3.421, 3.489, 5.148], [-2.231, 1.462, 3.263], [-3.163, 0.566, 3.784], [-3.418, -0.637, 3.126], [-2.723, -0.912, 1.982], [-1.916, -0.011, 1.419], [-1.617, 1.129, 2.046], [-0.413, 1.973, 1.064], [-1.450, 5.410, 3.615], [-2.101, 4.518, 2.224], [-0.405, 4.413, 2.614], [-0.359, 3.543, 6.146], [0.456, 2.673, 4.856], [-0.612, 1.811, 5.908], [-3.336, 4.397, 5.715], [-3.697, 2.727, 5.857], [-4.299, 3.603, 4.509], [-3.694, 0.795, 4.704], [-4.118, -1.348, 3.528], [-2.890, -1.852, 1.456], [1.991, 5.116, -4.699], [1.848, 4.078, -3.848], [1.355, 4.325, -2.585], [1.167, 3.237, -1.744], [1.588, 1.943, -2.082], [1.467, 0.810, -1.090], [2.180, 1.788, -3.312], [2.340, 2.849, -4.211], [1.046, 5.314, -2.326], [0.737, 3.432, -0.754], [1.999, 1.093, -0.179], [1.982, -0.057, -1.496], [2.511, 0.790, -3.636], [2.754, 2.691, -5.188], [0.937, -0.655, 1.186], [1.706, -0.507, 2.032], [2.582, -0.343, 2.966], [2.302, -0.850, 4.328], [3.380, -1.850, 4.669], [4.766, -1.188, 4.514], [5.011, -0.723, 3.060], [3.917, 0.197, 2.614], [1.292, -1.259, 4.348], [2.342, 0.000, 5.032], [3.357, -2.746, 4.050], [3.301, -2.222, 5.702], [5.565, -1.859, 4.855], [4.819, -0.304, 5.173], [5.010, -1.579, 2.408], [5.981, -0.214, 2.952], [3.927, 0.349, 1.549], [4.026, 1.172, 3.130], [-2.983, 5.106, -4.809], [-3.628, 4.494, -3.769], [-4.720, 4.802, -3.347], [-2.858, 3.379, -3.101], [-1.907, 2.568, -3.732], [-1.275, 1.633, -2.899], [-1.580, 1.407, -1.622], [-2.581, 2.167, -1.081], [-3.202, 3.166, -1.750], [-3.406, 5.975, -5.148], [-1.977, 4.970, -4.972], [-1.655, 2.609, -4.792], [-0.469, 1.048, -3.292], [-2.792, 1.945, -0.053], [-4.003, 3.759, -1.299]],
  "forces_ev_per_angstrom": [[-0.087, -0.313, 0.301], [1.166, -0.944, -0.231], [-0.669, 0.025, -0.234], [-1.787, 0.264, -0.309], [0.352, 0.574, 0.396], [1.077, 0.234, -0.263], [-0.413, 0.836, -0.010], [0.067, -0.467, -1.198], [-0.882, 1.407, 1.086], [-0.267, 0.495, 1.407], [-0.336, 0.589, -1.140], [1.154, -0.777, 0.620], [-0.819, -0.207, -0.251], [-0.682, 0.030, -0.498], [-0.364, -0.071, 0.113], [0.334, -0.233, -0.082], [-0.055, 1.106, 0.867], [-0.112, -0.231, -0.197], [-0.030, 0.020, 0.128], [-0.122, -0.925, -0.120], [0.032, -0.064, 0.056], [-0.852, -0.120, -0.306], [0.121, 0.000, 0.328], [-0.077, 0.056, 0.003], [0.343, -0.760, -1.409], [-0.321, -0.372, 0.069], [0.942, -0.110, 0.252], [-0.144, -0.325, 0.196], [-0.099, 0.013, -0.086], [0.364, 0.282, -1.145], [0.376, 0.314, 0.508], [-0.275, -0.419, 0.620], [0.546, -0.435, 0.226], [-0.023, -0.076, 0.009], [0.515, 0.194, 0.038], [0.187, -0.087, 0.319], [0.170, -0.430, -0.023], [0.080, -0.205, 0.540], [0.129, 0.836, -0.143], [0.089, 0.276, -0.091], [-0.104, 0.008, -0.175], [0.331, -0.087, 0.195], [-1.173, -0.443, -0.132], [-0.080, -0.394, -0.574], [0.326, 0.874, -0.584], [-0.384, -0.025, -0.423], [0.241, 1.024, 0.492], [0.277, 0.128, -0.439], [0.053, 0.034, 0.574], [-0.660, -0.366, -0.505], [0.731, -0.793, -0.736], [0.148, 0.222, 0.038], [-0.184, 0.341, 0.949], [-0.007, 0.421, 0.085], [0.214, 0.132, 0.341], [0.651, -0.133, -0.088], [-0.017, -0.060, 0.082], [0.194, 0.008, -0.069], [-0.212, -0.930, 0.713], [0.167, 0.571, 0.282], [0.068, -0.470, 0.416], [0.112, 0.069, -0.224], [0.087, 0.003, -0.127], [-0.070, -0.155, 0.013], [0.192, 0.278, -0.038], [-0.129, 0.040, -0.108], [0.854, 0.336, 0.015], [-0.604, -0.819, -0.159], [0.159, 0.421, 0.646], [-0.360, 0.352, 0.996], [-0.284, -0.069, -0.429], [0.538, -0.531, -1.139], [-0.693, -0.527, 0.298], [-0.101, 0.433, 0.220], [0.153, -0.147, -0.407], [0.000, 0.063, -0.040], [0.155, 0.020, 0.078], [0.085, 0.592, 0.316], [0.222, 0.018, -0.245], [-0.672, -0.180, -0.532], [0.116, 0.027, 0.306], [-0.123, -0.039, -0.024], [0.240, 0.295, 0.079], [1.063, -0.248, 0.739], [0.147, 0.327, -0.100], [0.297, -0.306, 0.758], [-0.325, 0.847, 0.902], [0.061, -0.025, -0.085], [-0.039, -0.254, -0.281], [-0.288, 0.035, -0.292], [-0.266, 0.295, -0.212], [-0.247, 0.074, -0.207], [-0.049, -0.198, -0.089], [0.158, -0.542, -0.314], [-0.303, -0.162, 0.078], [0.007, 0.190, -0.441], [-0.159, -0.320, -0.343], [0.115, 0.370, -0.006], [0.595, 0.134, -0.245], [0.009, 0.132, -0.274], [-0.033, -0.207, -0.204], [-0.466, 0.138, 1.335], [-0.019, -0.006, -0.512], [-0.685, 0.547, -0.371], [1.031, -0.827, 0.264], [-0.297, 0.270, -0.955], [0.326, -0.644, 0.126], [-0.954, 0.130, 0.214], [-0.041, 0.151, 0.388], [0.132, -0.271, -0.161], [-0.257, 0.055, 0.189], [0.403, -0.209, -0.183]]
}